(1)
88
Properties=species:S:1:pos:R:3:forces:R:3 method="wB97M-V/def2-TZVPD" charge=+1 largest_force_ev_per_a=1.809 e_lumo_ha=-0.1236 homo_ev=-12.514 gap_ev=9.15
C -4.00115 -1.61904 3.88908 0.89 -0.08 0.27
C -2.58886 -1.83627 4.55480 -1.16 -0.33 -0.46
C -1.69079 -2.82953 3.75155 0.19 0.32 1.51
N -0.63132 -2.21540 2.94855 -1.42 -0.32 -0.59
C -1.09154 -1.14995 2.11232 1.21 0.63 -0.69
C -2.08440 -1.66525 1.03033 0.37 -1.41 1.06
N -2.36417 -0.65407 -0.02833 0.74 0.34 0.25
F -3.70634 -0.45520 -0.23791 -0.17 -0.16 0.10
C -1.73029 0.67953 0.17525 0.66 1.39 -0.80
C -0.27964 0.61666 0.76022 0.67 -0.08 -0.26
Cl 0.93775 0.97274 -0.53505 -0.71 -0.21 0.68
N 0.09788 -0.64674 1.37909 -1.18 0.48 0.01
H -4.03394 -0.66994 3.33403 -0.22 -0.25 0.14
H -4.75859 -1.63025 4.67705 -0.06 0.24 -0.36
H -4.22028 -2.45004 3.20065 -0.10 0.25 0.22
H -2.80186 -2.26163 5.54392 0.35 0.06 -0.22
H -2.12160 -0.85688 4.71979 0.16 -0.34 0.01
H -1.18194 -3.45938 4.49490 -0.06 0.00 -0.40
H -2.34528 -3.49976 3.17831 0.35 0.14 -0.18
H 0.14944 -1.92371 3.51507 0.11 0.22 -0.02
H -1.47617 -0.26504 2.65531 -0.33 -0.32 -0.06
H -2.99969 -2.10070 1.44864 -0.10 0.64 -0.33
H -1.56899 -2.50165 0.53082 -0.16 0.24 0.10
H -2.01003 -1.01363 -0.91760 -0.27 -0.09 -0.11
H -2.37747 1.35147 0.74965 -0.08 -0.71 0.23
H -1.65792 1.14314 -0.81931 -0.19 -0.24 0.25
H -0.19225 1.43279 1.48521 -0.01 -0.19 -0.12
H 0.30702 -1.31959 0.64584 0.46 -0.06 0.09
C 0.15289 8.07965 -1.19356 -0.06 0.06 0.12
C 1.00384 7.74240 0.02608 0.05 0.01 -0.13
C 1.85384 6.48564 -0.15793 0.02 0.00 0.15
C 1.06232 5.19564 -0.38062 -0.05 -0.01 -0.13
C 0.06570 4.84986 0.72542 0.13 -0.08 0.02
C 0.72486 4.60480 2.07881 -0.19 -0.06 0.02
H -0.57134 7.29252 -1.41268 0.01 0.01 -0.03
H -0.40533 9.00159 -1.02381 -0.01 -0.02 -0.06
H 0.77887 8.22528 -2.07625 -0.02 -0.04 -0.01
H 0.36170 7.64496 0.90641 0.03 -0.01 0.01
H 1.67186 8.58338 0.22896 -0.02 -0.03 0.05
H 2.50343 6.36846 0.71452 0.00 -0.02 -0.02
H 2.52341 6.63068 -1.01097 -0.02 0.01 0.00
H 1.77199 4.36823 -0.49073 -0.02 -0.01 0.02
H 0.52521 5.25706 -1.33217 0.02 0.01 0.01
H -0.47469 3.94085 0.43010 -0.05 0.03 -0.05
H -0.68832 5.63534 0.82067 0.00 -0.01 -0.03
H 1.45271 3.79111 2.01638 0.06 0.06 0.00
H -0.02553 4.32825 2.82381 0.06 0.03 0.05
H 1.23690 5.49427 2.44562 0.02 -0.04 0.00
C 0.21563 1.95409 -8.30314 0.13 0.02 0.00
C 0.89961 1.12740 -7.21982 -0.10 -0.04 -0.08
C -0.01571 0.79943 -6.04112 0.06 -0.05 0.10
C -0.52833 2.01323 -5.26238 0.00 0.06 -0.11
C 0.55894 2.92068 -4.68722 -0.10 -0.05 0.12
C 1.44991 2.22144 -3.66702 0.08 0.12 -0.08
H -0.10328 2.92825 -7.92852 -0.02 -0.01 -0.03
H 0.89963 2.12982 -9.13455 -0.06 0.02 -0.01
H -0.66060 1.43339 -8.69501 -0.02 0.03 0.02
H 1.79767 1.64648 -6.87361 -0.01 -0.02 0.04
H 1.24266 0.18801 -7.66169 0.03 0.02 0.04
H 0.51515 0.12637 -5.35971 -0.01 0.01 0.00
H -0.87873 0.23404 -6.40779 0.01 0.01 -0.03
H -1.16347 1.65551 -4.44226 0.00 0.02 0.02
H -1.18046 2.60991 -5.90599 -0.01 -0.03 0.01
H 0.07510 3.77392 -4.20216 0.03 0.02 -0.05
H 1.17376 3.33501 -5.48960 -0.03 -0.01 -0.02
H 0.85603 1.83792 -2.83316 0.04 0.06 -0.26
H 2.18456 2.92086 -3.26257 0.00 -0.06 0.05
H 1.99810 1.38844 -4.11129 -0.01 0.00 0.03
C 0.23362 -8.35060 3.86279 -0.02 -0.06 -0.13
C 1.43057 -8.07624 2.95877 0.01 -0.01 0.14
C 2.27443 -6.88720 3.41617 0.07 0.00 -0.09
C 1.54551 -5.54203 3.42391 -0.09 -0.02 0.05
C 0.94872 -5.11908 2.08159 0.07 0.06 -0.01
C 1.99598 -4.92216 0.99006 -0.15 -0.01 -0.04
H -0.46489 -7.51126 3.87573 0.00 -0.01 0.03
H -0.31319 -9.22785 3.51329 -0.02 0.02 0.06
H 0.55647 -8.54413 4.88770 -0.02 0.04 0.01
H 1.08802 -7.92938 1.93032 0.03 0.02 0.00
H 2.06699 -8.96476 2.94318 0.00 0.03 -0.05
H 3.16044 -6.81749 2.77856 -0.01 0.02 0.02
H 2.64819 -7.08357 4.42569 -0.01 -0.01 -0.01
H 2.24755 -4.77056 3.75920 -0.01 0.01 -0.02
H 0.74669 -5.56559 4.17268 0.02 -0.02 0.01
H 0.41442 -4.17669 2.22463 0.02 -0.12 -0.01
H 0.20288 -5.84766 1.74826 0.03 -0.05 0.04
H 2.72724 -4.16550 1.28392 0.03 -0.04 0.00
H 1.52212 -4.58829 0.06315 0.07 -0.02 -0.03
H 2.53014 -5.84680 0.76877 0.03 0.04 -0.02

(2)
24
Properties=species:S:1:pos:R:3:forces:R:3 method="wB97M-V/def2-TZVPD" smiles="C[C@H]1[C@H](/C=N/C(=O)[O-])[C@@H]1O[C@@]1(I)CC1=O" charge=-1 e_above_lowest_kcal_mol=31.7 largest_force_ev_per_a=0.978 e_lumo_ha=0.0867 homo_ev=-5.027 gap_ev=7.39
C -1.97837 -0.88080 2.67876 0.22 0.04 -0.13
C -0.82981 -0.81218 1.70628 -0.07 0.22 0.03
C -1.04482 -0.86122 0.21605 0.00 0.15 0.01
C 0.00507 -1.52407 -0.60442 0.38 -0.30 0.33
N 0.13857 -1.29739 -1.82540 -0.27 0.37 -0.38
C 1.36405 -1.70134 -2.51059 -0.09 0.33 0.39
O 1.43653 -2.81729 -2.98970 -0.17 -0.91 -0.30
O 2.19502 -0.76523 -2.52492 0.47 0.24 -0.12
C -0.59270 0.41746 0.89568 -0.32 -0.13 0.11
O 0.74712 0.80701 0.71724 0.19 -0.34 -0.05
C 0.94003 1.86283 -0.11610 -0.13 0.34 0.75
I 1.24689 3.70907 1.07113 -0.02 -0.22 -0.24
C 1.69576 1.76808 -1.42577 0.55 -0.31 -0.39
C 0.31471 2.17559 -1.41469 -0.77 0.28 -0.19
O -0.67926 2.57233 -1.95366 0.27 -0.13 0.00
H -1.71075 -0.39455 3.61653 -0.07 0.03 0.09
H -2.22905 -1.91946 2.88550 -0.12 -0.08 0.05
H -2.85719 -0.38827 2.26802 -0.11 0.04 0.01
H 0.07506 -1.30580 2.04319 0.10 0.00 -0.08
H -2.05248 -0.87626 -0.17799 -0.07 0.04 0.00
H 0.70838 -2.14464 -0.02442 0.12 0.08 -0.16
H -1.29053 1.24876 0.96999 0.07 -0.05 0.00
H 1.87927 0.71262 -1.81248 -0.24 0.02 0.19
H 2.51850 2.41474 -1.68822 0.07 0.29 0.06

(3)
14
Properties=species:S:1:pos:R:3:forces:R:3 method="wB97M-V/def2-TZVPD" e_above_lowest_kcal_mol=91.2 largest_force_ev_per_a=0.419 e_lumo_ha=0.0416 homo_ev=-8.361 gap_ev=9.49
C -0.31988 0.36676 1.76579 0.01 0.02 0.04
C -0.75994 -0.20811 0.42779 -0.09 0.07 0.03
N 0.38294 -0.70641 -0.33125 -0.01 -0.14 0.10
C 0.39878 -0.54069 -1.77893 -0.11 -0.11 -0.13
C 1.26383 0.51306 -1.19281 -0.11 0.32 -0.25
H 0.22510 -0.38192 2.34984 -0.07 0.09 -0.09
H 0.33094 1.23589 1.62173 -0.08 -0.12 0.02
H -1.18927 0.68404 2.34847 0.11 -0.04 -0.08
H -1.29704 0.55353 -0.15699 0.09 -0.09 0.05
H -1.44230 -1.05192 0.58599 0.08 0.09 -0.03
H -0.58713 -0.26742 -2.15696 0.15 0.01 0.06
H 0.84325 -1.37334 -2.32485 -0.05 0.14 0.09
H 1.40698 -0.33657 -0.06542 0.01 -0.10 0.19
H 0.65361 1.41167 -1.00756 0.08 -0.13 0.00

(4)
63
Properties=species:S:1:pos:R:3:forces:R:3 method="wB97M-V/def2-TZVPD" e_above_lowest_kcal_mol=32.1 largest_force_ev_per_a=5.023 e_lumo_ha="0.0155 / -0.0037" s_squared=3.796 spin_multiplicity=4 homo_ev="-5.258 / -6.203" gap_ev="5.68 / 6.10"
Tc 0.17162 -0.35037 0.19481 -0.73 -1.10 -0.36
P 2.46109 -0.63176 -0.15109 -1.72 0.07 0.43
P -2.51149 -0.28998 0.16453 0.89 -0.28 0.05
N -0.08592 0.44635 -1.38571 -1.01 1.47 -3.36
H 1.15469 -0.94330 1.37069 -0.44 -0.68 1.90
C 2.77510 -2.11710 -1.11441 0.67 -0.09 -0.13
H 3.87118 -2.21220 -1.10242 -0.20 -0.48 -0.26
H 2.42825 -1.93861 -2.14560 0.04 -0.19 0.46
H 2.28644 -2.99337 -0.66669 0.34 0.42 -0.37
C 3.49736 -0.75498 1.33651 0.35 -0.11 -0.57
H 4.51311 -0.84661 0.94958 0.33 0.02 0.45
H 3.21361 -1.64537 1.91718 0.12 0.41 -0.21
H 3.38250 0.15711 1.93664 0.05 -0.38 -0.12
C 3.16079 0.65301 -1.13864 1.23 0.28 -0.52
H 4.22825 0.43332 -1.14453 0.35 0.36 -0.31
H 2.99989 1.64564 -0.72625 -0.07 -0.11 0.00
H 2.78541 0.61233 -2.16183 -0.15 0.02 0.11
C -3.30007 -1.69430 -0.74009 0.13 0.21 0.13
H -4.36954 -1.46972 -0.88029 0.31 -0.17 -0.01
H -3.16822 -2.62790 -0.17218 -0.07 0.37 -0.32
H -2.79742 -1.77540 -1.71703 -0.24 -0.09 0.34
C -3.34471 -0.37550 1.78921 -0.51 0.12 -0.25
H -4.42868 -0.34253 1.62463 0.06 -0.02 0.33
H -3.03183 0.46795 2.41258 -0.12 -0.23 -0.06
H -3.06996 -1.31431 2.28660 -0.09 0.28 -0.17
C -3.27391 1.11594 -0.72973 -0.15 -0.13 0.22
H -4.36410 1.00251 -0.69818 0.11 0.13 -0.03
H -2.94287 1.12500 -1.77502 0.06 -0.09 0.26
H -2.98464 2.05797 -0.26582 -0.08 -0.06 -0.10
C -0.09119 1.16672 -2.52192 0.66 1.46 -0.39
C -0.01240 1.37305 -4.96684 -0.03 0.65 -1.30
C -0.04986 0.59583 -3.84626 -0.18 -0.98 1.57
C -0.07313 2.64067 -2.49757 -0.17 -2.01 0.80
C -0.03365 3.36534 -3.66297 -0.13 1.26 0.39
C 0.00101 2.77674 -4.90407 -0.01 -0.63 -1.07
H -0.01705 0.91412 -5.96864 0.05 0.06 0.59
H -0.08402 -0.50623 -3.89652 0.06 0.61 -0.13
H -0.12053 3.10287 -1.50479 0.06 -0.01 -0.45
H -0.05753 4.46093 -3.61195 0.07 -0.37 0.10
H 0.01325 3.37471 -5.83172 0.01 -0.38 0.66
C -0.41173 -3.28289 1.32326 -0.21 3.65 -3.44
O -0.73505 -2.61855 0.25430 0.52 -2.68 3.98
C 0.59323 -4.35370 1.12734 -1.58 -0.52 -0.34
H 1.12379 -4.50657 2.05885 -0.04 -0.88 0.01
H 1.28605 -4.09143 0.33456 -0.27 -0.16 -0.04
H -0.15310 -5.14257 0.74452 1.74 0.16 0.80
C -0.87593 -2.95478 2.73839 -0.52 -0.63 -0.62
H -1.95134 -3.26131 2.82521 0.94 0.18 0.23
H -0.76132 -1.91313 3.03679 -0.15 0.20 -0.67
H -0.21841 -3.49535 3.41612 -0.43 -0.34 0.20
C 0.29463 0.81509 3.41927 0.17 0.55 0.55
Si 0.20524 1.45477 1.66127 0.22 0.17 0.28
C -1.22904 2.66399 1.58982 0.02 0.39 0.22
C 1.70322 2.57115 1.35187 -0.04 0.25 0.26
H 0.50754 1.67982 4.06246 -0.10 -0.19 0.28
H -0.66476 0.38001 3.72743 0.18 0.02 0.01
H 1.09530 0.07433 3.54516 -0.27 0.18 -0.05
H -0.96549 3.46471 2.29581 -0.22 -0.02 -0.06
H -1.33587 3.12173 0.60100 0.02 -0.09 0.12
H -2.19045 2.24384 1.89755 0.14 0.14 -0.06
H 1.57348 3.41602 2.04388 0.23 -0.03 -0.12
H 2.67279 2.10394 1.56014 -0.17 0.15 -0.05
H 1.70637 2.97233 0.33083 -0.03 -0.08 0.19

Number 1: electronic energy -1711.31198 hartree. Number 2: electronic energy -1001.72620 hartree. Number 3: electronic energy -212.40589 hartree. Number 4: electronic energy -1892.12300 hartree.